Record 1
# CH2S2

One molecule with the formula CH2S2 in a non-equilibrium geometry (ωB97M-V/def2-TZVPD, OMol25).

```
5
Properties=species:S:1:pos:R:3:forces:R:3:mulliken_charge:R:1
S 1.795542 -0.243936 -0.098333 -0.3 -0.3 -0.2 -0.2059
C 0.344692 0.466659 -0.100682 0.7 -0.9 0.9 -0.1178
S -1.279431 -0.132198 -0.112867 -0.4 -2.0 0.4 -0.1576
H 0.376433 1.513137 0.148623 -0.6 0.6 -0.4 0.2951
H -1.237235 -1.603664 0.163261 0.6 2.7 -0.7 0.1862
```
Forces are in eV/Å.

Computed properties:
- gap between HOMO and LUMO (eV) = 8.436
- lowest unoccupied orbital energy (eV) = -0.495
- E_HOMO (eV) = -8.93
- energy above the lowest of the compared OMol25 structures with the same formula, charge and spin (eV) = 0.4592
- SMILES string = S=CS
- total energy (a.u.) = -835.63093



Record 2
# C4H4O2

One molecule with the formula C4H4O2 (ωB97M-V/def2-TZVPD, OMol25).

```
10
Properties=species:S:1:pos:R:3:forces:R:3:mulliken_charge:R:1
C 1.824502 -1.036967 -0.206723 -0.3 0.4 -0.1 0.1627
C 1.062712 -0.123933 -0.392477 0.3 -0.5 0.1 -0.4550
C 0.092423 0.963470 -0.563346 0.2 0.0 -0.1 -0.3648
O -1.249911 0.622340 -0.204153 -0.2 -0.1 0.2 -0.2765
C -1.488598 -0.303240 0.752135 -0.4 -0.2 0.1 0.2517
O -2.600927 -0.546773 1.127175 0.6 0.2 -0.2 -0.4535
H 2.501727 -1.843095 -0.026606 -0.1 0.1 -0.1 0.3849
H 0.034162 1.250908 -1.616792 0.1 0.0 0.2 0.2513
H 0.412000 1.841153 0.014700 -0.1 -0.2 -0.1 0.2588
H -0.588094 -0.823867 1.116086 -0.1 0.2 0.0 0.2404
```
Forces are in eV/Å.

Computed properties:
- gap between HOMO and LUMO (eV) = 11.175
- lowest unoccupied orbital energy (eV) = 0.786
- E_HOMO (eV) = -10.39
- energy above the lowest of the compared OMol25 structures with the same formula, charge and spin (eV) = 1.7490
- SMILES string = C#CCOC=O
- total energy (a.u.) = -305.21519



Q: What is the E_HOMO in the first record?
A: -8.93 eV



Q: Which formula does entry 1 have?
A: CH2S2